[1]
13
Properties=species:S:1:pos:R:3 method="wB97M-V/def2-TZVPD" e_homo_ev=-9.37 total_charge=0 smiles=CC(C)(N)F lumo_ev=1.049 gap_ev=10.416
C -0.547 1.279 0.301
C 0.345 0.028 -0.056
C -0.157 -1.249 0.697
N 0.478 -0.012 -1.465
F 1.556 0.356 0.482
H -0.227 2.081 -0.457
H -1.574 1.161 0.072
H -0.504 1.622 1.254
H 0.304 -2.233 0.418
H -1.276 -1.217 0.672
H 0.134 -1.177 1.793
H 0.039 -0.916 -1.850
H 1.428 0.276 -1.861

=====

[2]
58
Properties=species:S:1:pos:R:3 method="wB97M-V/def2-TZVPD" e_homo_ev=-9.21 total_charge=0 smiles="C[C@@H]1CCOC[C@H]1C(=O)N(C)CCCCC(=O)N1CCc2c(nnn2C)C1" lumo_ev=0.626 gap_ev=9.836
C 1.407 2.816 3.300
C -0.102 2.658 3.427
C -0.500 2.166 4.818
C -1.993 1.903 4.904
O -2.409 0.971 3.917
C -2.154 1.457 2.617
C -0.656 1.683 2.384
C -0.470 2.226 0.973
O -0.596 3.421 0.756
N -0.216 1.331 -0.025
C -0.014 1.818 -1.378
C -0.051 -0.100 0.178
C 1.390 -0.491 0.494
C 1.601 -1.996 0.643
C 0.595 -2.662 1.592
C 0.986 -4.101 1.847
O 0.585 -4.994 1.121
N 1.808 -4.370 2.917
C 2.322 -5.735 3.013
C 3.548 -5.934 2.107
C 4.420 -4.741 2.306
C 4.062 -3.588 2.946
N 5.104 -2.724 2.918
N 6.087 -3.289 2.287
N 5.686 -4.511 1.907
C 6.595 -5.395 1.213
C 2.695 -3.370 3.513
H 1.911 1.855 3.442
H 1.682 3.208 2.320
H 1.790 3.502 4.057
H -0.575 3.627 3.244
H 0.038 1.239 5.048
H -0.212 2.903 5.572
H -2.269 1.473 5.866
H -2.551 2.841 4.774
H -2.557 0.717 1.924
H -2.683 2.406 2.452
H -0.148 0.725 2.517
H -0.022 2.903 -1.364
H 0.944 1.469 -1.769
H -0.809 1.462 -2.038
H -0.728 -0.441 0.959
H -0.376 -0.597 -0.740
H 2.051 -0.105 -0.285
H 1.689 0.010 1.421
H 1.522 -2.485 -0.332
H 2.623 -2.171 0.990
H 0.503 -2.097 2.522
H -0.391 -2.706 1.132
H 2.602 -5.905 4.055
H 1.528 -6.424 2.743
H 4.060 -6.863 2.369
H 3.226 -6.013 1.066
H 6.064 -5.913 0.416
H 7.388 -4.786 0.789
H 7.026 -6.125 1.898
H 2.345 -2.364 3.301
H 2.689 -3.492 4.599

=====

[3]
12
Properties=species:S:1:pos:R:3 method="wB97M-V/def2-TZVPD" e_homo_ev="-8.20 / -7.86" total_charge=0 lumo_ev="0.212 / 0.079" gap_ev="8.408 / 7.938"
C 1.882 -2.066 0.006
C 0.587 0.400 -0.653
C -0.040 -0.598 0.306
C 2.097 0.417 -0.443
O 2.755 -2.848 -0.004
O 0.668 -1.881 0.374
F 2.587 1.089 -1.493
Cl 2.759 1.003 1.078
H 0.454 0.104 -1.596
H 0.139 1.444 -0.571
H -0.096 -0.376 1.412
H -1.088 -0.903 -0.063

=====

[4]
52
Properties=species:S:1:pos:R:3 method="wB97M-V/def2-TZVPD" e_homo_ev="-13.59 / -11.85" multiplicity=6 total_charge=+2 lumo_ev="-6.046 / -7.251" gap_ev="7.541 / 4.595"
Dy 0.224 0.997 -0.129
P 2.427 -1.034 0.184
C 2.399 -1.540 -1.509
C 1.152 -1.650 -2.156
N -0.021 -0.984 -1.725
C -1.200 -1.364 -2.308
C -1.270 -2.363 -3.296
C -0.089 -2.896 -3.819
C 1.124 -2.455 -3.333
C -2.539 -0.757 -1.823
P -2.418 0.881 -0.980
H 2.076 -2.826 -3.719
H -2.258 -2.678 -3.663
H -0.121 -3.666 -4.584
H -3.226 -0.650 -2.689
H -3.029 -1.461 -1.119
H 2.487 0.931 -2.113
H 3.239 -1.384 -2.195
H 0.519 4.747 -0.825
O 1.720 1.510 -1.963
H 1.588 2.117 -2.730
H 0.290 2.731 2.109
O 0.065 3.894 -1.088
H -0.825 3.838 -0.558
C -2.738 1.993 -2.403
H -3.753 1.803 -2.784
H -2.653 3.036 -2.065
H -2.000 1.807 -3.198
C -4.015 0.946 -0.093
H -3.967 1.791 0.611
H -4.846 1.101 -0.803
H -4.169 0.011 0.472
C 2.402 -2.827 0.676
H 3.415 -3.229 0.499
H 2.068 -2.944 1.715
H 1.714 -3.325 -0.026
C 4.185 -0.503 0.507
H 4.264 -0.189 1.563
H 4.885 -1.339 0.328
H 4.459 0.358 -0.131
F -0.501 -0.674 6.653
C -0.477 0.012 5.477
C 0.009 1.334 5.489
F 0.133 1.970 6.680
C 0.320 1.937 4.285
F 0.608 3.272 4.143
C 0.273 1.180 3.121
O 0.631 1.843 1.915
C -0.312 -0.069 3.070
F -0.594 -0.548 1.746
C -0.636 -0.692 4.267
F -1.020 -1.993 4.317